1.
Here is one molecule with the formula C4H8O2 from the OMol25 dataset. Energies are from the ωB97M-V functional and the def2-TZVPD basis.

Last column: Mulliken charge in e.
Positions of all 14 atoms, in Å:
C: 0.246 -0.129 -1.522  -1.338
C: -0.441 -0.251 -0.150  0.516
C: -1.007 1.066 0.307  -0.113
O: -0.865 1.552 1.407  -0.543
C: 0.509 -0.822 0.924  -0.618
O: 1.470 0.152 1.275  -0.554
H: -0.404 0.367 -2.248  0.378
H: 0.517 -1.116 -1.915  0.335
H: 1.174 0.452 -1.439  0.330
H: -1.386 -0.792 -0.227  0.269
H: -1.743 1.481 -0.420  0.325
H: 1.069 -1.698 0.567  0.373
H: -0.075 -1.136 1.801  0.278
H: 0.938 0.874 1.641  0.361

Its relative energy (zero: lowest compared OMol25 entry of this formula, charge and spin) is 115.1 kJ/mol. The HOMO-LUMO gap is 0.3990 Eh. The calculation puts the highest occupied orbital energy at -10.086 eV. As for the SMILES: C[C@H](C=O)CO. The calculation puts the LUMO energy at 0.77 eV. As for the largest force on an atom: 0.93 eV/A.

2.
Here is one molecule with the formula C4H8O2 from the OMol25 dataset. Energies are from the ωB97M-V functional and the def2-TZVPD basis.

Last column: Mulliken charge in e.
Positions of all 14 atoms, in Å:
O: -1.560 0.242 -1.405  -0.470
C: -1.637 0.739 -0.306  0.111
C: -0.880 0.128 0.827  -0.759
C: 0.238 -0.921 -0.062  -0.717
C: 1.434 -0.154 -0.597  -0.362
O: 1.987 0.588 0.463  -0.500
H: -2.216 1.677 -0.194  0.379
H: -1.445 -0.635 1.362  0.285
H: -0.787 0.919 1.652  0.406
H: 0.519 -1.670 0.671  0.369
H: -0.210 -1.474 -0.923  0.343
H: 2.219 -0.821 -0.985  0.311
H: 1.134 0.490 -1.444  0.228
H: 1.203 0.891 0.942  0.376

Its relative energy (zero: lowest compared OMol25 entry of this formula, charge and spin) is 252.1 kJ/mol. The HOMO-LUMO gap is 0.3974 Eh. The calculation puts the highest occupied orbital energy at -9.947 eV. As for the SMILES: O=CCCCO. The calculation puts the LUMO energy at 0.87 eV. As for the largest force on an atom: 1.99 eV/A.

3.
Here is one molecule with the formula C4H8O2 from the OMol25 dataset. Energies are from the ωB97M-V functional and the def2-TZVPD basis.

Last column: Mulliken charge in e.
Positions of all 14 atoms, in Å:
C: -1.926 -0.526 -0.297  -1.050
C: -0.558 -0.213 -0.877  -0.326
O: -0.104 0.945 -0.194  -0.343
C: 1.212 1.014 0.278  -0.269
C: 1.699 -0.197 1.054  -0.002
O: 2.849 -0.303 1.404  -0.483
H: -2.523 0.390 -0.306  0.274
H: -1.823 -0.844 0.746  0.253
H: -2.452 -1.302 -0.862  0.370
H: 0.126 -1.066 -0.760  0.348
H: -0.628 -0.008 -1.952  0.304
H: 1.219 1.865 0.971  0.282
H: 1.959 1.223 -0.501  0.286
H: 0.948 -0.978 1.296  0.355

Its relative energy (zero: lowest compared OMol25 entry of this formula, charge and spin) is 169.3 kJ/mol. The HOMO-LUMO gap is 0.3944 Eh. The calculation puts the highest occupied orbital energy at -9.762 eV. As for the SMILES: CCOCC=O. The calculation puts the LUMO energy at 0.97 eV. As for the largest force on an atom: 0.52 eV/A.

4.
Here is one molecule with the formula C4H8O2 from the OMol25 dataset. Energies are from the ωB97M-V functional and the def2-TZVPD basis.

Last column: Mulliken charge in e.
Positions of all 14 atoms, in Å:
C: 1.489 -0.491 0.882  -1.335
C: 0.447 0.447 0.302  0.310
O: 1.127 1.480 -0.382  -0.538
C: -0.478 -0.246 -0.677  0.015
C: -1.911 -0.388 -0.424  -0.454
O: -1.420 0.642 -1.272  -0.432
H: 2.062 -0.964 0.077  0.336
H: 2.184 0.075 1.509  0.326
H: 1.019 -1.271 1.491  0.354
H: -0.167 0.869 1.117  0.234
H: 0.442 1.991 -0.837  0.350
H: 0.007 -0.923 -1.385  0.351
H: -2.323 -0.052 0.529  0.229
H: -2.477 -1.170 -0.929  0.255

Its relative energy (zero: lowest compared OMol25 entry of this formula, charge and spin) is 184.5 kJ/mol. The HOMO-LUMO gap is 0.4141 Eh. The calculation puts the highest occupied orbital energy at -10.211 eV. As for the SMILES: C[C@@H](O)[C@H]1CO1. The calculation puts the LUMO energy at 1.06 eV. As for the largest force on an atom: 0.36 eV/A.

5.
Here is C4H8O2 as an isolated structure from the OMol25 dataset. Energies are from the ωB97M-V functional and the def2-TZVPD basis.

Last column: Mulliken charge in e.
Positions of all 14 atoms, in Å:
C: -1.815 -0.684 -0.833  -0.624
O: -1.004 -0.473 0.343  -0.377
C: 0.426 0.475 0.099  0.292
C: 1.262 1.276 1.107  -1.230
C: 0.719 -0.939 -0.114  0.149
O: 0.875 -1.380 -1.240  -0.610
H: -2.495 -1.543 -0.684  0.245
H: -2.422 0.205 -0.981  0.247
H: -1.220 -0.912 -1.729  0.313
H: 0.215 1.039 -0.804  0.308
H: 0.927 2.306 1.267  0.318
H: 1.402 0.754 2.056  0.340
H: 2.286 1.378 0.681  0.332
H: 0.845 -1.502 0.832  0.299

Its relative energy (zero: lowest compared OMol25 entry of this formula, charge and spin) is 342.4 kJ/mol. The HOMO-LUMO gap is 0.3676 Eh. The calculation puts the highest occupied orbital energy at -9.087 eV. The calculation puts the LUMO energy at 0.92 eV. As for the largest force on an atom: 1.72 eV/A.

6.
Here is one molecule with the formula C4H8O2 from the OMol25 dataset. Energies are from the ωB97M-V functional and the def2-TZVPD basis.

Last column: Mulliken charge in e.
Positions of all 14 atoms, in Å:
C: -2.086 0.355 -0.167  -1.179
C: -0.821 -0.484 -0.049  -0.356
C: 0.469 0.302 -0.168  0.720
O: 0.526 1.461 -0.522  -0.594
C: 1.731 -0.441 0.250  -0.549
O: 2.904 0.262 -0.019  -0.504
H: -2.129 1.111 0.622  0.301
H: -2.972 -0.281 -0.078  0.365
H: -2.128 0.876 -1.128  0.291
H: -0.796 -1.269 -0.819  0.307
H: -0.794 -1.017 0.911  0.310
H: 1.616 -0.670 1.326  0.259
H: 1.775 -1.404 -0.275  0.304
H: 2.704 1.199 0.115  0.326

Its relative energy (zero: lowest compared OMol25 entry of this formula, charge and spin) is 79.6 kJ/mol. The HOMO-LUMO gap is 0.3956 Eh. The calculation puts the highest occupied orbital energy at -9.941 eV. As for the SMILES: CCC(=O)CO. The calculation puts the LUMO energy at 0.82 eV. As for the largest force on an atom: 0.48 eV/A.

7.
Here is a 2-piece molecular cluster, C4H8O2 overall from the OMol25 dataset. Energies are from the ωB97M-V functional and the def2-TZVPD basis.

Last column: Mulliken charge in e.
Positions of all 14 atoms, in Å:
C: -1.254 -0.654 0.560  -1.342
C: 0.247 -0.438 0.617  0.655
C: 0.964 -0.865 -0.656  -0.226
O: 0.399 -1.212 -1.662  -0.424
C: 0.634 1.015 0.861  -0.204
O: -0.144 1.934 0.817  -0.426
H: -1.702 -0.495 1.545  0.374
H: -1.715 0.047 -0.140  0.265
H: -1.483 -1.670 0.226  0.362
H: 0.717 -1.017 1.430  0.292
H: 2.074 -0.823 -0.611  0.332
H: 1.712 1.191 1.064  0.338
H: -0.202 1.243 -2.227  0.004
H: -0.264 1.826 -1.769  0.000

Its relative energy (zero: lowest compared OMol25 entry of this formula, charge and spin) is 221.1 kJ/mol. The HOMO-LUMO gap is 0.3860 Eh. The calculation puts the highest occupied orbital energy at -10.105 eV. As for the SMILES: CC(C=O)C=O.[H][H]. The calculation puts the LUMO energy at 0.40 eV. As for the largest force on an atom: 0.60 eV/A.

8.
Here is one molecule with the formula C4H8O2 from the OMol25 dataset. Energies are from the ωB97M-V functional and the def2-TZVPD basis.

Last column: Mulliken charge in e.
Positions of all 14 atoms, in Å:
C: -0.384 1.406 0.063  -1.020
C: 0.230 0.432 -0.967  -0.563
C: 0.498 -0.917 -0.280  0.019
O: 1.649 -0.852 0.512  -0.562
C: -0.720 -1.163 0.585  -0.029
O: -0.639 -1.286 1.786  -0.527
H: -1.231 1.964 -0.345  0.282
H: 0.359 2.093 0.464  0.307
H: -0.750 0.879 0.949  0.310
H: 1.185 0.808 -1.357  0.336
H: -0.421 0.284 -1.840  0.356
H: 0.576 -1.739 -1.007  0.332
H: 1.349 -0.989 1.426  0.353
H: -1.699 -1.060 0.073  0.405

Its relative energy (zero: lowest compared OMol25 entry of this formula, charge and spin) is 129.4 kJ/mol. The HOMO-LUMO gap is 0.4158 Eh. The calculation puts the highest occupied orbital energy at -10.401 eV. As for the SMILES: CC[C@@H](O)C=O. The calculation puts the LUMO energy at 0.91 eV. As for the largest force on an atom: 0.61 eV/A.